1.
ORCA calculation (the ωB97M-V functional and the def2-TZVPD basis) on a single C5H10N2O molecule at a distorted geometry.

Atoms and positions in Å:
C  0.759  1.473  0.759
C  0.489  -0.011  0.867
C  -0.016  -0.472  2.212
N  1.059  -0.942  0.089
C  0.913  -0.595  -1.193
C  -0.361  -0.191  -1.582
N  -1.556  -0.864  -1.281
O  -0.455  0.526  -2.746
H  1.415  1.729  -0.072
H  -0.183  2.015  0.640
H  1.233  1.835  1.679
H  -0.079  -1.560  2.265
H  0.662  -0.142  3.007
H  -1.001  -0.037  2.410
H  1.786  -0.463  -1.829
H  -1.541  -1.236  -0.337
H  -1.722  -1.627  -1.933
H  -1.401  0.561  -2.954

Properties
- HOMO: -7.26 eV
- Multiplicity: 1
- Orbital gap: 8.10 eV
- LUMO level: 0.84 eV
- ΔE to the lowest compared entry with this formula, charge and spin: 269.6 kJ/mol
- SMILES string: CC(C)=N/C=C(\N)O

2.
ORCA calculation (the ωB97M-V functional and the def2-TZVPD basis) on a gas-phase ion, C4H9O2 (charge +1) at a distorted geometry.

Atoms and positions in Å:
C  0.479  -0.221  -1.760
C  0.783  -0.242  1.845
C  -0.942  0.847  0.434
C  0.246  0.013  0.462
O  -0.751  -0.729  -1.610
O  1.015  -0.440  -0.449
H  1.221  -0.794  -2.348
H  0.274  0.806  -2.068
H  1.312  0.525  2.201
H  0.113  -0.539  2.650
H  1.313  -1.168  1.914
H  -1.050  1.622  1.127
H  -1.749  0.226  0.366
H  -1.166  1.465  -0.596
H  -1.098  -1.374  -2.168

Properties
- HOMO: -16.31 eV
- Net charge: +1
- Multiplicity: 1
- Orbital gap: 11.08 eV
- LUMO level: -5.23 eV
- ΔE to the lowest compared entry with this formula, charge and spin: 147.8 kJ/mol

3.
ORCA calculation (the ωB97M-V functional and the def2-TZVPD basis) on a single C17H11FN2O3 molecule at a distorted geometry.

Atoms and positions in Å:
N  -0.724  3.227  -1.997
C  -0.733  2.207  -2.925
C  -0.852  2.500  -4.281
C  -0.811  1.473  -5.253
C  -0.760  0.137  -4.828
C  -0.648  -0.147  -3.448
C  -0.640  0.897  -2.516
C  -0.580  0.257  -1.226
O  -0.709  0.947  -0.235
N  -0.603  -1.104  -1.344
C  -0.873  -2.014  -0.352
O  -1.328  -3.108  -0.614
C  -0.488  -1.907  1.022
C  0.542  -1.165  1.512
C  0.870  -0.930  2.936
C  2.077  -0.267  3.242
C  2.459  -0.006  4.567
C  1.601  -0.385  5.636
C  0.394  -1.028  5.361
F  -0.423  -1.494  6.350
C  0.029  -1.259  4.007
C  -0.654  -1.388  -2.718
O  -0.509  -2.465  -3.289
H  -0.615  2.963  -1.015
H  -0.630  4.198  -2.291
H  -0.961  3.528  -4.599
H  -0.874  1.669  -6.323
H  -0.777  -0.706  -5.554
H  -1.114  -2.419  1.716
H  1.131  -0.608  0.759
H  2.744  0.001  2.445
H  3.445  0.401  4.774
H  1.942  -0.233  6.674
H  -0.929  -1.773  3.808

Properties
- HOMO: -8.70 eV
- Multiplicity: 1
- Orbital gap: 7.99 eV
- LUMO level: -0.70 eV
- ΔE to the lowest compared entry with this formula, charge and spin: 0.0 kJ/mol
- SMILES string: Nc1cccc2c1C(=O)N(C(=O)/C=C/c1cccc(F)c1)C2=O

4.
ORCA calculation (the ωB97M-V functional and the def2-TZVPD basis) on a gas-phase ion, C2H7N3OP (charge +1) at a distorted geometry.

Atoms and positions in Å:
C  -1.554  -0.047  -0.028
N  -0.129  0.265  -0.217
N  0.780  -0.729  0.322
P  2.575  -0.061  -0.087
N  1.532  1.826  0.225
C  0.180  1.647  0.092
O  -0.626  2.480  -0.117
H  -1.916  -0.218  1.051
H  -2.155  0.773  -0.348
H  -1.791  -0.852  -0.714
H  0.590  -0.989  1.421
H  0.816  -1.638  -0.158
H  2.341  -0.285  -1.488
H  2.037  2.612  0.102

Properties
- HOMO: -14.64 eV
- Net charge: +1
- Multiplicity: 1
- Orbital gap: 8.74 eV
- LUMO level: -5.89 eV
- ΔE to the lowest compared entry with this formula, charge and spin: 260.7 kJ/mol
- SMILES string: CN1[NH2+]PNC1=O

5.
ORCA calculation (the ωB97M-V functional and the def2-TZVPD basis) on 2 unconnected molecules or ions with the total composition C4H12.

Atoms and positions in Å:
C  1.197  0.962  -0.016
C  1.917  2.262  -0.367
H  1.807  0.069  -0.168
H  0.901  0.969  1.035
H  0.273  0.801  -0.574
H  1.180  2.972  -0.742
H  2.693  2.134  -1.115
H  2.386  2.718  0.504
C  -1.938  -1.296  -0.391
C  -1.167  -1.912  0.758
H  -2.458  -0.387  -0.073
H  -1.280  -1.092  -1.241
H  -2.684  -1.969  -0.809
H  -0.738  -2.852  0.400
H  -1.720  -2.114  1.666
H  -0.369  -1.265  1.135

Properties
- HOMO: -11.60 eV
- Multiplicity: 1
- Orbital gap: 12.76 eV
- LUMO level: 1.15 eV
- ΔE to the lowest compared entry with this formula, charge and spin: 14.2 kJ/mol
- SMILES string: CC.CC

6.
ORCA calculation (the ωB97M-V functional and the def2-TZVPD basis) on 8 unconnected molecules or ions with the total composition C37H97N7O12 at a distorted geometry.

Atoms and positions in Å:
C  2.583  3.113  -1.512
O  3.979  3.182  -1.098
C  4.864  3.558  -2.152
C  6.288  3.236  -1.612
C  6.780  4.157  -0.497
N  7.208  3.411  -2.689
H  2.379  2.330  -2.242
H  2.140  4.061  -1.816
H  1.983  2.920  -0.622
H  4.649  2.928  -3.015
H  4.734  4.595  -2.463
H  6.396  2.200  -1.289
H  7.707  3.765  -0.079
H  6.017  4.192  0.281
H  6.850  5.217  -0.743
H  7.071  4.333  -3.078
H  6.942  2.835  -3.475
C  -4.489  -4.803  -2.664
O  -3.591  -3.778  -2.725
C  -2.318  -4.070  -2.062
C  -1.332  -2.920  -1.765
C  -0.919  -2.097  -3.015
N  -0.110  -3.311  -1.118
H  -4.692  -4.959  -1.605
H  -4.054  -5.673  -3.157
H  -5.409  -4.521  -3.176
H  -2.455  -4.559  -1.097
H  -1.747  -4.795  -2.643
H  -1.909  -2.305  -1.075
H  -0.487  -2.713  -3.804
H  -0.408  -1.190  -2.693
H  -1.804  -1.664  -3.481
H  0.485  -2.522  -0.909
H  -0.355  -3.802  -0.270
C  -2.143  1.337  -2.523
O  -3.506  1.718  -2.265
C  -4.525  0.744  -2.008
C  -4.413  0.018  -0.611
C  -5.223  -1.271  -0.397
N  -4.830  0.892  0.467
H  -1.699  0.857  -1.651
H  -1.480  2.180  -2.720
H  -2.141  0.560  -3.287
H  -5.513  1.175  -2.168
H  -4.525  -0.041  -2.764
H  -3.343  -0.113  -0.448
H  -4.898  -2.044  -1.094
H  -6.275  -1.077  -0.606
H  -5.193  -1.715  0.598
H  -4.221  1.696  0.410
H  -4.573  0.451  1.338
C  -7.669  7.338  -1.216
O  -7.096  6.115  -1.441
C  -5.926  6.079  -2.204
C  -5.392  4.631  -2.226
N  -4.271  4.308  -1.328
C  -4.596  4.353  0.097
C  -3.323  4.153  1.006
O  -2.810  2.875  0.684
C  -1.687  2.534  1.511
H  -7.031  8.105  -0.777
H  -8.523  7.211  -0.551
H  -8.154  7.729  -2.110
H  -5.171  6.726  -1.757
H  -6.141  6.490  -3.190
H  -4.926  4.484  -3.200
H  -6.172  3.876  -2.137
H  -4.067  3.322  -1.413
H  -5.338  3.593  0.343
H  -5.025  5.337  0.290
H  -3.686  4.256  2.029
H  -2.639  4.970  0.775
H  -1.860  2.862  2.536
H  -0.810  3.120  1.236
H  -1.416  1.479  1.552
C  6.429  -5.003  -6.423
O  5.846  -4.777  -5.148
C  4.605  -5.434  -4.956
C  3.463  -4.597  -5.644
N  3.308  -3.312  -4.951
C  2.739  -3.456  -3.627
C  2.693  -2.033  -3.072
O  4.056  -1.618  -2.796
C  4.126  -0.447  -2.033
H  7.440  -4.596  -6.453
H  5.870  -4.565  -7.249
H  6.519  -6.064  -6.655
H  4.454  -5.575  -3.886
H  4.601  -6.410  -5.442
H  2.522  -5.146  -5.680
H  3.756  -4.400  -6.675
H  4.203  -2.913  -4.710
H  3.236  -4.140  -2.939
H  1.755  -3.895  -3.790
H  2.091  -2.007  -2.163
H  2.382  -1.329  -3.843
H  5.177  -0.165  -1.965
H  3.634  -0.524  -1.063
H  3.591  0.352  -2.548
C  4.962  -1.215  5.980
O  4.137  -1.010  4.817
C  4.886  -1.160  3.566
C  3.891  -1.006  2.399
N  3.412  0.415  2.290
C  4.357  1.442  1.878
C  3.800  2.833  2.101
O  3.967  3.150  3.459
C  3.528  4.499  3.686
H  5.417  -2.202  6.064
H  4.451  -1.018  6.922
H  5.716  -0.432  6.052
H  5.308  -2.153  3.413
H  5.705  -0.441  3.602
H  3.027  -1.647  2.576
H  4.316  -1.247  1.424
H  3.279  0.668  3.259
H  4.510  1.305  0.808
H  5.271  1.371  2.468
H  2.757  2.893  1.788
H  4.228  3.626  1.487
H  2.637  4.793  3.132
H  4.252  5.254  3.380
H  3.276  4.597  4.742
C  0.538  -1.760  4.220
O  -0.651  -2.025  4.970
C  -1.419  -0.878  5.279
C  -2.719  -1.280  6.028
N  -3.535  -2.123  5.138
C  -4.616  -2.782  5.901
C  -5.579  -3.516  4.933
O  -4.809  -4.335  4.085
C  -5.557  -5.116  3.177
H  0.298  -1.363  3.233
H  1.202  -2.623  4.162
H  1.183  -1.009  4.676
H  -1.511  -0.254  4.390
H  -0.926  -0.211  5.988
H  -3.134  -0.284  6.181
H  -2.433  -1.806  6.939
H  -2.856  -2.739  4.713
H  -5.174  -2.102  6.545
H  -4.151  -3.479  6.598
H  -6.095  -2.792  4.302
H  -6.277  -4.162  5.466
H  -4.986  -5.558  2.361
H  -6.310  -4.483  2.708
H  -6.054  -5.897  3.752
C  0.530  0.020  0.416
O  1.720  -0.643  0.320
H  0.722  0.910  1.016
H  0.084  0.340  -0.526
H  -0.140  -0.600  1.012
H  2.320  -0.379  1.021

Properties
- HOMO: -8.35 eV
- Multiplicity: 1
- Orbital gap: 8.84 eV
- LUMO level: 0.50 eV
- SMILES string: COC[C@H](C)N.COC[C@H](C)N.COC[C@H](C)N.COCCNCCOC.COCCNCCOC.COCCNCCOC.COCCNCCOC.CO